# 1
The following is a quantum chemistry calculation of a structure of composition C29H57CoN3O9Zn, from OMol25.

Orbital gap (alpha / beta) (eV): 6.22 / 6.09
Energy (eV): -139926.0359
Highest occupied orbital energy (alpha / beta) (eV): -7.74 / -7.71

```
! wB97M-V def2-TZVPD RIJCOSX def2/J DEFGRID3
* xyz 0 4
Co 4.18485 -0.30896 -1.70538
Zn 3.85815 2.86486 -1.13905
C 3.30050 0.89075 0.39741
O 3.13626 -0.28279 0.03051
O 2.59909 1.86121 0.04536
O 4.38592 1.14529 -0.09245
C 3.52652 2.21144 -3.72122
O 4.51631 2.10028 -4.39610
O 3.54142 3.31151 -3.15299
O 3.60791 1.47890 -2.72546
C -1.26321 1.54103 -0.97337
C -1.29193 2.90380 -1.80638
C -2.76625 3.22474 -2.28166
C -3.62649 3.55470 -1.11934
C -3.11331 4.81544 -0.52731
C -1.58814 4.76089 -0.01106
N -0.72528 3.99613 -0.95370
O 0.72197 3.93618 -0.65170
C -1.03987 6.19962 0.03143
C -1.57277 4.17968 1.47013
C -0.37987 2.79411 -3.09701
H -0.24974 1.39132 -0.60113
H -1.53381 0.61929 -1.48841
H -1.92768 1.64129 -0.11515
H -2.84674 4.05075 -2.98829
H -3.15022 2.32741 -2.76690
H -3.64167 2.73281 -0.40353
H -4.69383 3.61092 -1.33314
H -3.70384 5.13760 0.33035
H -3.09960 5.72005 -1.13525
H 0.01633 6.45330 0.12195
H -1.45631 6.72940 -0.82532
H -1.47702 6.69700 0.89723
H -0.54765 3.84826 1.63561
H -1.89374 4.79015 2.31417
H -2.25879 3.33264 1.47255
H -0.32662 3.75743 -3.60422
H -0.79303 2.07553 -3.80485
H 0.63220 2.45462 -2.87661
H 0.83073 3.16587 -0.08921
C 1.98483 -1.23846 3.67622
C 0.62341 -0.59714 3.61630
C 0.13854 -0.82993 2.15275
C -1.38584 -0.52190 1.97718
C -2.17318 -1.26525 3.11635
C -1.78534 -1.10126 4.60312
N -0.33080 -1.28951 4.67181
O 0.27642 -1.52367 5.88229
C -2.21096 0.26387 5.25308
C -2.30904 -2.33757 5.34708
C 0.74578 0.92332 3.80385
H 2.62100 -0.93537 2.84464
H 1.80285 -2.30837 3.77764
H 2.41049 -0.82877 4.59223
H 0.70456 -0.18207 1.48342
H 0.35326 -1.86457 1.88530
H -1.76750 -0.80803 0.99710
H -1.56411 0.54434 2.11659
H -2.26949 -2.32685 2.88871
H -3.14540 -0.77320 3.08853
H -3.04299 0.11042 5.94030
H -1.39409 0.71788 5.81407
H -2.47146 1.06313 4.55924
H -3.36914 -2.48039 5.13758
H -1.90197 -3.26484 4.94390
H -2.31922 -2.25638 6.43401
H 1.10039 1.28217 4.77006
H -0.23324 1.37144 3.63410
H 1.44422 1.25502 3.03557
H 0.68221 -2.36906 5.67676
C -0.12929 -1.34580 -3.89570
C 0.18846 -2.48206 -2.87809
C -0.58950 -3.76454 -3.37278
C -0.15610 -5.09285 -2.71485
C 1.30977 -5.22175 -2.97416
C 2.16444 -4.15204 -2.43508
N 1.66147 -2.76908 -2.92911
O 2.37116 -1.66421 -2.38036
C 2.31029 -4.21041 -0.98349
C 3.62501 -4.32675 -2.94011
C -0.40980 -2.13908 -1.46459
H 0.45129 -0.43809 -3.73114
H -1.19691 -1.13236 -3.94809
H 0.17084 -1.72607 -4.87213
H -1.62972 -3.67798 -3.05884
H -0.52047 -3.78580 -4.46039
H -0.83869 -5.79831 -3.18867
H -0.36008 -5.17660 -1.64739
H 1.64651 -5.46990 -3.98071
H 1.53184 -6.11633 -2.39235
H 3.00032 -3.50466 -0.52103
H 1.32161 -3.91117 -0.63557
H 2.60947 -5.18187 -0.58996
H 3.74916 -4.13119 -4.00521
H 4.40464 -3.71001 -2.49300
H 3.87746 -5.38351 -2.85283
H -1.45080 -1.85518 -1.61897
H 0.10550 -1.34909 -0.91826
H -0.37273 -2.93541 -0.72123
H 2.05030 -1.69112 -1.47597
*
```

***

# 2
The following is a quantum chemistry calculation of a cluster of 6 separate species, C29H57NO15S in total, from OMol25.

Orbital gap (eV): 8.37
Energy (eV): -74028.3886
Highest occupied orbital energy (eV): -9.03

```
! wB97M-V def2-TZVPD RIJCOSX def2/J DEFGRID3
* xyz 0 1
C 2.20111 -0.48885 -0.73124
C 1.27050 -0.59376 -1.90228
O 1.45701 -1.35427 -2.81427
O 0.14448 0.15487 -1.92271
C -0.09859 1.13668 -0.91627
C -1.58094 1.49502 -0.99400
C -2.37700 0.28378 -0.64161
C -3.09156 -0.55144 -1.40121
N -3.31645 -0.46444 -2.77034
C -2.59697 -1.00869 -3.59831
S -1.67463 -1.65036 -4.65088
C -3.62871 -1.62775 -0.49783
O -4.55397 -2.35218 -0.61999
O -2.86426 -1.55589 0.66927
C -2.49102 -0.21299 0.75048
O -2.39861 0.37898 1.77328
H 2.40517 0.54620 -0.46417
H 1.71267 -0.94340 0.13454
H 3.10511 -1.04242 -0.95098
H 0.51591 2.02398 -1.07719
H 0.10363 0.75189 0.08475
H -1.83968 1.85211 -1.98802
H -1.76323 2.25105 -0.22803
C -4.70905 5.47852 -1.63556
O -4.08308 4.22279 -1.43955
C -4.86911 3.33342 -0.66016
C -5.60310 2.32603 -1.51610
O -6.59036 2.92912 -2.33444
C -6.17841 3.10670 -3.67742
H -4.15978 6.00829 -2.41256
H -5.74801 5.36052 -1.94980
H -4.68168 6.06889 -0.71396
H -5.57843 3.88763 -0.03806
H -4.18394 2.79508 0.00466
H -6.11918 1.62058 -0.85636
H -4.88971 1.75965 -2.12521
H -6.16371 2.14839 -4.20774
H -5.18878 3.56609 -3.73773
H -6.90373 3.76176 -4.15732
C 3.95961 -4.36197 0.05848
O 3.93765 -3.34357 1.04454
C 3.90564 -3.84438 2.37301
C 5.26573 -3.79855 3.03058
O 6.18591 -4.67653 2.40100
C 7.08106 -4.02366 1.52077
H 4.20876 -3.89348 -0.89245
H 4.70753 -5.12468 0.28532
H 2.97612 -4.83572 -0.03084
H 3.51369 -4.86573 2.38774
H 3.22005 -3.20953 2.94305
H 5.16846 -4.12581 4.06998
H 5.65235 -2.77491 3.03693
H 7.83388 -3.45921 2.08237
H 6.55729 -3.34628 0.84199
H 7.58395 -4.79235 0.93645
C -8.40659 6.58830 -1.13662
O -7.66137 6.57516 0.06798
C -7.55915 7.84781 0.68549
C -8.52502 7.99551 1.83944
O -9.87426 7.97785 1.40638
C -10.51668 6.73111 1.60198
H -8.61191 5.55282 -1.40403
H -9.35198 7.12263 -1.01957
H -7.82830 7.05227 -1.94426
H -7.72224 8.64460 -0.04661
H -6.53816 7.94350 1.06914
H -8.35000 8.96218 2.32178
H -8.34745 7.20998 2.58067
H -10.74018 6.57301 2.66264
H -9.90746 5.90169 1.23543
H -11.45293 6.75640 1.04733
C 2.31502 -2.42973 -8.23429
O 2.36228 -1.45003 -7.21595
C 2.40121 -1.99619 -5.90289
C 3.79828 -1.99162 -5.32932
O 4.67386 -2.85560 -6.04119
C 5.51800 -2.17892 -6.95174
H 2.50973 -1.92837 -9.18119
H 3.06796 -3.20708 -8.08275
H 1.32353 -2.89491 -8.28046
H 1.99664 -3.01331 -5.89858
H 1.76497 -1.37616 -5.26904
H 3.74948 -2.35225 -4.29854
H 4.19469 -0.97116 -5.31460
H 6.30782 -1.63637 -6.41960
H 4.95872 -1.47698 -7.57505
H 5.98015 -2.93028 -7.59022
C 8.09548 -4.14888 6.41803
O 6.69178 -3.99948 6.53636
C 6.03795 -5.17533 6.98698
C 5.69141 -5.10235 8.45693
O 6.84940 -5.07012 9.27375
C 7.17968 -3.77454 9.73862
H 8.51983 -3.15440 6.29013
H 8.52812 -4.60809 7.30967
H 8.34630 -4.75517 5.54069
H 6.65340 -6.05739 6.78737
H 5.11014 -5.27387 6.41386
H 5.12598 -5.99905 8.72853
H 5.05828 -4.23088 8.65125
H 6.48413 -3.45519 10.52241
H 7.16989 -3.04112 8.92891
H 8.18203 -3.82516 10.16020
*
```

***

# 3
The following is a quantum chemistry calculation of a structure of composition C29H58AlClF3GeO2Si3, from OMol25.

Orbital gap (alpha / beta) (eV): 7.48 / 7.84
Energy (eV): -142534.1853
Highest occupied orbital energy (alpha / beta) (eV): -7.34 / -7.88

```
! wB97M-V def2-TZVPD RIJCOSX def2/J DEFGRID3
* xyz 0 2
Al 0.71933 1.14011 -0.82763
C 1.51533 2.18521 0.84427
C 2.10683 0.96661 1.33357
C 3.16403 0.64111 0.45237
C 3.24903 1.66041 -0.51223
C 2.29123 2.65021 -0.29333
C 2.38573 4.07881 -0.77643
C 1.04903 4.80291 -0.61793
C 2.80783 4.13391 -2.24683
C 3.45193 4.76591 0.09547
C 4.16563 -0.50639 0.44427
C 3.48183 -1.88589 0.33987
C 5.12893 -0.39449 -0.75143
C 5.04973 -0.43679 1.69907
C 1.69193 0.51201 2.72777
C 0.24743 0.96011 3.02637
C 1.70343 -1.00279 2.94667
C 2.62513 1.22011 3.72897
H 0.91663 2.83881 1.45587
H 3.96653 1.70851 -1.30643
H 0.28323 4.29141 -1.19543
H 1.13243 5.82611 -0.97523
H 0.74173 4.83191 0.42437
H 2.08973 3.58911 -2.85553
H 3.79083 3.69231 -2.39103
H 2.84813 5.16541 -2.59063
H 3.16153 4.74521 1.14417
H 3.58113 5.80361 -0.20573
H 4.40913 4.25681 0.00287
H 3.60663 -2.28909 -0.66043
H 2.41993 -1.82029 0.54477
H 3.94263 -2.59389 1.02777
H 4.59253 -0.39059 -1.69803
H 5.79873 -1.25379 -0.74453
H 5.73743 0.50461 -0.68403
H 4.51253 -0.70859 2.60017
H 5.44223 0.57081 1.82247
H 5.89013 -1.11999 1.59627
H -0.39877 0.72961 2.18227
H 0.17143 2.02391 3.23207
H -0.12787 0.43611 3.90247
H 0.95773 -1.45879 2.29797
H 1.43383 -1.22769 3.97637
H 2.66933 -1.44959 2.75027
H 2.59163 2.29661 3.56797
H 3.65573 0.90281 3.60467
H 2.32023 1.01401 4.75387
C -5.04527 -2.65569 1.47597
Si -3.80037 -1.20529 1.68787
C -2.63117 -1.64729 3.13907
C -4.85387 0.31891 2.14277
Ge -2.52637 -1.14669 -0.48963
Si -1.24007 -3.30499 -0.75263
C -2.69797 -4.49159 -1.13933
C -0.45987 -3.90099 0.88897
C 0.06973 -3.64339 -2.11323
Si -3.53777 -0.54349 -2.68753
C -2.37987 -1.26869 -4.03153
C -4.01627 1.22811 -3.21813
C -5.14437 -1.59319 -2.69623
H -5.82517 -2.60829 2.22837
H -4.55917 -3.61939 1.57687
H -5.53447 -2.63339 0.50807
H -3.05107 -1.33489 4.08967
H -1.66757 -1.16409 3.03017
H -2.45887 -2.71659 3.20007
H -5.48037 0.11241 3.00647
H -5.50667 0.59091 1.31947
H -4.24297 1.18371 2.37947
H -3.56997 -4.25979 -0.53653
H -2.41617 -5.51899 -0.93183
H -2.99417 -4.43639 -2.18193
H -1.18887 -3.93019 1.69177
H 0.35253 -3.25319 1.19857
H -0.05167 -4.90099 0.77847
H -0.16697 -3.16709 -3.05773
H 0.13783 -4.71079 -2.30123
H 1.05423 -3.30619 -1.81183
H -1.40987 -0.77959 -4.01343
H -2.79977 -1.12319 -5.02253
H -2.22647 -2.33499 -3.88923
H -3.14417 1.87131 -3.26293
H -4.72817 1.67761 -2.53483
H -4.47137 1.22271 -4.20553
H -4.94727 -2.63349 -2.45543
H -5.61487 -1.56729 -3.67313
H -5.86507 -1.21709 -1.97673
Cl 1.76603 0.72241 -3.30543
C 1.30193 -0.40659 -1.97373
H 2.16823 -1.03849 -1.81293
H 0.51363 -1.03139 -2.39463
F -2.60367 3.48001 -0.81503
C -2.46807 2.29001 -0.24293
F -3.71357 1.75821 -0.13563
F -2.08667 2.50681 1.04077
C -1.55537 1.38491 -1.00203
O -1.06877 0.34361 -0.23873
O -0.58497 1.99581 -1.67073
*
```

***

# 4
The following is a quantum chemistry calculation of a cluster of 2 separate species, C29H58F5N4O5P2S in total, from OMol25.

Orbital gap (eV): 7.41
Energy (eV): -90204.3227
Highest occupied orbital energy (eV): -10.94

```
! wB97M-V def2-TZVPD RIJCOSX def2/J DEFGRID3
* xyz 1 1
C 5.96522 -4.13701 0.19941
C 5.28481 -3.79944 -1.14805
C 6.26561 -3.05492 -2.07111
C 6.84737 -1.76639 -1.45875
C 5.74098 -0.70344 -1.22095
C 5.98360 0.04307 0.10295
C 5.00385 1.25389 0.21504
C 3.77761 0.87781 1.10910
C 2.53152 0.72970 0.21138
C 1.24886 0.68166 1.08544
C 0.00526 0.68700 0.15550
C -0.98822 -0.48715 0.42711
C -2.24506 -0.01129 1.17197
C -3.63300 -0.54136 0.80813
C -3.97218 -2.01047 1.16114
C -2.87401 -3.07377 1.02434
C -2.08858 -3.23968 2.36322
C -0.78908 -3.99481 2.03518
C -5.34111 -2.38783 0.52123
P -5.31746 -3.64616 -0.88373
C -7.09338 -3.59190 -1.45207
O -5.19192 -5.17012 -0.20112
N -6.25525 -1.21900 0.26936
C -6.91522 -0.98281 1.58747
C -7.67857 0.30513 1.86904
N -8.74667 0.35880 2.50482
C -5.60626 -0.14184 -0.29020
N -6.29178 0.91502 -0.60368
P -5.80434 2.58497 -1.08947
C -6.89411 2.87391 -2.56613
O -4.29459 2.64952 -1.68226
N -4.21244 -0.08975 -0.48940
C -3.64668 -0.53483 -1.70253
F -3.06180 -1.73373 -1.67602
F -2.60779 0.28536 -1.99109
C -4.50104 -0.55873 -3.01295
F -5.31089 -1.58880 -3.11034
F -5.19309 0.55163 -3.27008
F -3.62820 -0.68760 -3.99103
H 5.81622 -3.31298 0.89942
H 5.53805 -5.03701 0.63640
H 7.03461 -4.25601 0.02828
H 5.05172 -4.74600 -1.64211
H 4.36894 -3.22544 -1.01016
H 7.10208 -3.72332 -2.29770
H 5.76457 -2.78524 -3.00560
H 7.58131 -1.35098 -2.14998
H 7.32205 -1.97286 -0.49824
H 4.75008 -1.15331 -1.14970
H 5.77648 0.01670 -2.03930
H 7.00738 0.42642 0.14785
H 5.85152 -0.63087 0.95184
H 4.67993 1.49368 -0.79621
H 5.50981 2.10435 0.66933
H 3.58858 1.69222 1.80942
H 3.92244 -0.08203 1.60362
H 2.58083 -0.20170 -0.35991
H 2.40242 1.58221 -0.45642
H 1.28718 1.56856 1.72199
H 1.27756 -0.18261 1.75471
H 0.34721 0.62210 -0.87754
H -0.47839 1.66310 0.25088
H -0.43195 -1.16720 1.07296
H -1.11832 -0.99997 -0.52167
H -2.30035 1.07804 1.10177
H -2.11570 -0.19576 2.23950
H -4.26978 0.01521 1.51223
H -4.15573 -1.96985 2.23932
H -2.12609 -2.90383 0.25432
H -3.28025 -4.07226 0.84063
H -2.69124 -3.88234 3.00577
H -1.86489 -2.28199 2.83045
H -0.08257 -3.99845 2.86440
H -0.28046 -3.53784 1.18291
H -1.02195 -5.01604 1.73160
H -5.84309 -2.97230 1.30022
H -7.42984 -4.58411 -1.74944
H -7.22516 -2.92301 -2.29978
H -7.74271 -3.22761 -0.64927
H -5.74648 -5.74899 -0.74635
H -7.65539 -1.77987 1.69280
H -6.25305 -1.13248 2.44783
H -7.28054 1.27531 1.56443
H -9.01566 -0.59748 2.76731
H -7.30087 0.82393 -0.50189
H -7.82772 2.32662 -2.42982
H -6.39352 2.66039 -3.50895
H -7.13488 3.93476 -2.50839
H -4.28180 2.85490 -2.63187
O 5.14189 4.90193 0.93335
S 5.80762 5.73915 -0.01876
O 6.69932 5.18946 -0.99042
O 6.54369 6.91986 0.75574
C 7.49041 6.57135 1.78560
C 8.79132 6.03580 1.21919
C 4.61424 6.72930 -0.85430
H 7.03926 5.85994 2.47995
H 7.68327 7.48802 2.33962
H 8.64064 5.08538 0.70862
H 9.51574 5.87679 2.01833
H 9.20859 6.73218 0.49156
H 3.94775 7.17607 -0.12129
H 4.05953 6.07137 -1.51993
H 5.13220 7.49199 -1.43001
*
```

***

> What is the formula in the third record?

C29H58AlClF3GeO2Si3